DFT (ωB97M-V/def2-TZVPD) results for C4H8NO as an isolated structure in a non-equilibrium geometry.

Positions of all 14 atoms, in Å:
C (-2.4223, 0.0280, 0.0649)
C (-1.4035, -1.1025, 0.0296)
C (-1.1869, 0.9267, -0.0845)
C (3.7182, -0.0003, 0.1982)
N (-0.4086, -0.2721, -0.2283)
O (2.6777, -0.0025, -0.3284)
H (-3.2171, 0.0821, 0.9712)
H (-1.5038, -2.1889, 0.1781)
H (-1.0992, 1.3541, -1.1305)
H (-1.0419, 1.7049, 0.6405)
H (3.8235, 0.5502, 1.1490)
H (4.5344, -0.6515, -0.1993)
H (0.5736, -0.4320, -0.3247)
H (-3.0442, 0.0039, -0.9358)

Cartesian forces (eV/Å) of the 3 atoms listed first:
C -2.7395 -0.9852 -0.0176
C -0.0190 1.6717 -0.1741
C -0.9037 1.4786 -3.3534

The gap between HOMO and LUMO comes out at 0.3251 Ha. The value obtained for the total energy is -7805.743 eV. The charge is +1. As for the spin multiplicity: 1. The relative energy (zero: lowest compared OMol25 entry of this formula, charge and spin) comes out at 227.69 kJ/mol. The HOMO energy comes out at -0.5049 Eh.



DFT (ωB97M-V/def2-TZVPD) results for C32H32CaClIN5O9 as an isolated structure in a non-equilibrium geometry.

Positions of all 81 atoms, in Å:
Ca (0.0087, 0.7694, 0.8411)
C (2.5849, -0.4399, 5.0022)
O (2.2762, -1.6370, 4.2733)
C (0.9386, -1.9161, 4.2511)
C (0.4773, -2.9647, 5.0152)
C (-0.8726, -3.3281, 4.9774)
C (-1.7197, -2.6054, 4.1542)
C (-1.2706, -1.5420, 3.3626)
C (-2.2602, -0.9162, 2.4538)
N (-1.9440, -0.0468, 1.5846)
N (-2.9292, 0.3986, 0.6966)
C (-2.5888, 1.5771, 0.1617)
O (-1.6228, 2.3198, 0.5408)
C (-3.4173, 1.9975, -1.0269)
C (-4.4043, 1.1856, -1.5835)
C (-5.0632, 1.5837, -2.7419)
C (-4.7392, 2.7912, -3.3546)
C (-3.7685, 3.6090, -2.7943)
C (-3.1157, 3.2129, -1.6317)
C (0.1043, -1.1333, 3.4080)
O (0.5787, -0.1391, 2.7147)
H (3.6597, -0.2904, 4.9400)
H (2.3000, -0.5514, 6.0502)
H (2.0729, 0.4201, 4.5760)
H (1.1925, -3.5031, 5.6320)
H (-1.2438, -4.1525, 5.5803)
H (-2.7730, -2.8750, 4.0913)
H (-3.2948, -1.2502, 2.5130)
H (-4.6402, 0.2432, -1.1030)
H (-5.8197, 0.9425, -3.1764)
H (-5.2366, 3.0888, -4.2699)
H (-3.4998, 4.5429, -3.2733)
H (-2.3438, 3.8299, -1.1854)
O (0.3561, 4.8740, -3.5690)
C (-0.1246, 3.7702, -4.0839)
O (-0.5496, 3.7365, -5.2183)
C (-0.1770, 2.5257, -3.2270)
C (-0.7371, 1.3611, -3.6870)
Cl (-1.5142, 1.0387, -5.1667)
N (-0.6661, 0.4225, -2.7150)
N (-0.0893, 0.9259, -1.5871)
C (0.2255, 2.1927, -1.8886)
C (0.9309, 3.0252, -0.8021)
O (1.2300, 4.2051, -1.0806)
O (1.1837, 2.4435, 0.2905)
C (-1.0463, -0.9767, -2.8424)
C (-2.0035, -1.5183, -2.0062)
C (-2.3659, -2.8473, -2.1717)
C (-1.7800, -3.6216, -3.1636)
C (-0.8085, -3.0697, -3.9876)
C (-0.4339, -1.7430, -3.8223)
H (0.7028, 4.7261, -2.6187)
H (-2.4652, -0.9086, -1.2315)
H (-3.1141, -3.2773, -1.5128)
H (-2.0661, -4.6609, -3.2823)
H (-0.3313, -3.6715, -4.7553)
H (0.3336, -1.3018, -4.4518)
C (3.2329, 2.2379, 2.5790)
C (4.2059, 1.4069, 1.7648)
O (3.5128, 0.7025, 0.7309)
C (4.3417, 0.3321, -0.3699)
C (3.4634, 0.0049, -1.5557)
H (3.6999, 2.5444, 3.5204)
H (2.3328, 1.6519, 2.7970)
H (2.9196, 3.1147, 2.0181)
H (4.7335, 0.6848, 2.3938)
H (4.9615, 2.0472, 1.3061)
H (4.9682, -0.5231, -0.0996)
H (5.0094, 1.1618, -0.6097)
H (2.6707, -0.7020, -1.2823)
H (4.0678, -0.4442, -2.3528)
H (2.9858, 0.9104, -1.9435)
N (2.3218, -2.1233, 1.1620)
C (1.0542, -2.3118, 0.7415)
O (0.4319, -1.5112, 0.0126)
C (0.4483, -3.6334, 1.1451)
I (0.7038, -5.0348, -0.4516)
H (2.7060, -1.1921, 1.0827)
H (2.6080, -2.5958, 2.0019)
H (-0.6158, -3.5244, 1.2967)
H (0.9196, -4.0748, 2.0141)

Cartesian forces (eV/Å) of the 3 atoms listed first:
Ca 0.6810 -0.7453 -0.0512
C -0.0599 -0.2121 -0.1779
O 0.8760 0.4193 0.2765

The gap between HOMO and LUMO comes out at 0.2504 Ha. The value obtained for the total energy is -98650.854 eV. The charge is -1. As for the spin multiplicity: 1. The HOMO energy comes out at -0.1822 Eh.



DFT (ωB97M-V/def2-TZVPD) results for a single C3H8O3 molecule in a non-equilibrium geometry.

Positions of all 14 atoms, in Å:
C (1.4964, -0.1590, -0.2868)
C (0.3785, 0.5228, 0.4804)
O (0.3549, 0.0491, 1.7987)
C (-1.0675, 0.1505, -0.2024)
O (-1.3275, -1.2151, -0.0751)
O (-1.0141, 0.5317, -1.5341)
H (1.3615, -1.2382, -0.2751)
H (2.4397, 0.0773, 0.2004)
H (1.5169, 0.1969, -1.3130)
H (0.4735, 1.6153, 0.4210)
H (-0.5640, 0.4881, 1.9171)
H (-1.8844, 0.7225, 0.2880)
H (-0.8043, -1.5592, 0.6630)
H (-1.3595, -0.1828, -2.0821)

Cartesian forces (eV/Å) of the 3 atoms listed first:
C -0.1515 0.3652 0.2327
C -0.6682 -0.7763 -2.6753
O -3.1393 1.5856 0.2691

The gap between HOMO and LUMO comes out at 0.3919 Ha. The value obtained for the total energy is -9382.400 eV. As for the spin multiplicity: 1. The relative energy (zero: lowest compared OMol25 entry of this formula, charge and spin) comes out at 135.25 kJ/mol. The HOMO energy comes out at -0.3628 Eh. As for the SMILES: C[C@H](O)C(O)O.



DFT (ωB97M-V/def2-TZVPD) results for C41H54N5O5PSbY as an isolated structure in a non-equilibrium geometry.

Positions of all 108 atoms, in Å:
Y (-0.3030, -0.0738, 0.5992)
O (3.4498, 1.5198, 2.6383)
C (2.9626, 2.7196, 3.0099)
C (3.6912, 3.4566, 3.9442)
C (3.2296, 4.6817, 4.3788)
C (2.0260, 5.1943, 3.9004)
C (1.2956, 4.4710, 2.9817)
C (1.7507, 3.2344, 2.5114)
C (0.9582, 2.4680, 1.5302)
O (1.4249, 1.3560, 1.0532)
N (-0.1998, 2.9886, 1.1751)
N (-0.8821, 2.1873, 0.3091)
C (-1.9481, 2.6626, -0.2135)
C (-2.6230, 1.9004, -1.2542)
C (-3.8532, 2.3068, -1.7646)
C (-4.4337, 1.5664, -2.7754)
C (-3.7601, 0.4552, -3.2602)
C (-2.5279, 0.1404, -2.7093)
N (-1.9663, 0.8285, -1.7239)
H (2.8330, 1.1539, 1.9667)
H (4.6193, 3.0414, 4.3157)
H (3.8031, 5.2451, 5.1040)
H (1.6632, 6.1531, 4.2466)
H (0.3502, 4.8332, 2.6054)
H (-2.3148, 3.6488, 0.0586)
H (-4.3418, 3.1831, -1.3599)
H (-5.4018, 1.8389, -3.1743)
H (-4.1750, -0.1486, -4.0556)
H (-1.9519, -0.6981, -3.0875)
C (-5.8842, 1.4633, 1.1606)
C (-4.7161, 1.7723, 1.8419)
C (-3.5722, 1.0032, 1.6875)
C (-3.5520, -0.1103, 0.8313)
C (-4.7555, -0.4167, 0.1630)
C (-5.8909, 0.3531, 0.3269)
N (-2.3923, -0.8637, 0.6049)
C (-2.6600, -2.2118, 0.3120)
C (-2.1871, -2.8404, -0.8442)
C (-2.5012, -4.1663, -1.1166)
C (-3.2704, -4.9077, -0.2346)
C (-3.7397, -4.2990, 0.9256)
C (-3.4492, -2.9752, 1.1909)
H (-6.7717, 2.0709, 1.2838)
H (-4.6954, 2.6174, 2.5202)
H (-2.6929, 1.2493, 2.2627)
H (-4.7812, -1.2633, -0.5109)
H (-6.7960, 0.0831, -0.2060)
H (-1.5971, -2.2626, -1.5452)
H (-2.1584, -4.6198, -2.0392)
H (-3.5058, -5.9427, -0.4464)
H (-4.3442, -4.8656, 1.6239)
H (-3.8257, -2.4993, 2.0878)
C (0.5620, 1.0993, -5.0248)
C (1.3249, 0.0787, -4.1898)
C (0.7960, -1.3364, -4.4386)
Sb (1.3828, 0.5222, -2.0252)
C (3.4218, -0.3047, -1.8157)
C (3.5541, -1.6937, -2.4306)
C (3.8325, -0.2990, -0.3462)
C (2.0637, 2.5917, -2.3682)
C (3.1295, 3.0707, -1.3890)
C (0.8658, 3.5404, -2.3699)
H (0.6283, 0.8306, -6.0845)
H (0.9761, 2.1028, -4.9210)
H (-0.4954, 1.1322, -4.7508)
H (2.3828, 0.1250, -4.4625)
H (-0.2968, -1.3407, -4.4395)
H (1.1338, -2.0405, -3.6756)
H (1.1273, -1.7060, -5.4136)
H (4.0612, 0.3872, -2.3711)
H (2.8196, -2.3845, -2.0090)
H (4.5511, -2.0985, -2.2269)
H (3.4224, -1.6749, -3.5130)
H (3.1189, -0.8498, 0.2696)
H (3.8971, 0.7175, 0.0381)
H (4.8148, -0.7651, -0.2124)
H (2.4990, 2.5522, -3.3706)
H (2.7529, 3.0692, -0.3663)
H (3.4117, 4.0999, -1.6335)
H (4.0322, 2.4602, -1.4273)
H (0.4842, 3.6653, -1.3566)
H (0.0508, 3.1745, -3.0008)
H (1.1607, 4.5286, -2.7374)
O (2.7318, -2.2176, 3.2491)
C (1.8989, -1.3878, 3.5533)
C (1.8272, -0.7362, 4.9347)
C (0.5611, 0.1062, 4.8740)
C (0.1665, -0.0238, 3.4210)
O (-0.7489, 0.6153, 2.8735)
N (0.9115, -0.8928, 2.7308)
H (2.7269, -0.1362, 5.0721)
H (1.8173, -1.5088, 5.7015)
H (0.7016, 1.1555, 5.1316)
H (-0.2461, -0.2887, 5.4925)
C (2.7995, -3.7944, 0.5772)
P (1.0703, -3.4824, 0.1789)
C (0.1005, -4.0402, 1.5970)
C (0.7214, -4.6360, -1.1912)
O (0.7655, -2.0495, -0.2023)
H (2.9073, -4.8503, 0.8317)
H (3.0701, -3.1831, 1.4360)
H (3.4342, -3.5520, -0.2745)
H (0.4987, -4.9840, 1.9707)
H (-0.9414, -4.1661, 1.3022)
H (0.1715, -3.2777, 2.3709)
H (0.0261, -5.4041, -0.8560)
H (1.6491, -5.1064, -1.5163)
H (0.2784, -4.0963, -2.0258)

Cartesian forces (eV/Å) of the 3 atoms listed first:
Y 0.7614 -1.3069 0.0759
O 0.1503 -0.0011 0.1008
C -0.2100 0.0615 -0.0470

The gap between HOMO and LUMO comes out at 0.2448 Ha. The value obtained for the total energy is -77958.227 eV. As for the spin multiplicity: 1. The HOMO energy comes out at -0.2566 Eh.